A structure of composition C28H28N6O6PmS2Se at a distorted geometry. Source: the OMol25 dataset; level of theory: the ωB97M-V functional and the def2-TZVPD basis.

The geometry in XYZ format:
```
72
Properties=species:S:1:pos:R:3:forces:R:3:mulliken_spin:R:1
Pm -0.6470 1.8599 -0.1003 0.5857 -0.8899 2.0479 4.03
C 5.7997 -0.1291 3.6321 0.1812 -0.6733 0.5930 0.00
C 4.4924 -0.2346 2.8849 0.2245 0.5108 -0.2521 0.00
C 3.5363 -1.1484 3.1635 0.7870 -0.2936 0.6766 0.00
C 2.2590 -1.1624 2.5464 -0.2359 -1.0405 1.1689 0.00
C 1.4313 -2.1302 3.1502 -0.7922 0.7656 -0.5623 0.00
N 0.1085 -2.1817 3.2635 0.7589 -0.2078 0.2442 0.00
C -0.7642 -1.0084 3.1509 -0.0657 -0.7807 -0.3436 0.00
C -2.1804 -1.3469 3.5667 0.0723 0.0916 -0.1798 0.00
C -2.9152 -2.3495 2.6751 0.5134 -0.3996 -0.1145 0.00
N -2.6214 -2.0612 1.2751 -0.3112 0.1490 0.1347 0.00
C -2.6027 -2.9114 0.2999 0.4099 -0.9924 -0.3234 0.00
C -2.1070 -2.6703 -1.0037 -0.6049 -0.3401 -0.0368 0.00
C -2.1530 -3.7089 -1.9646 0.3581 0.4744 -0.2422 0.00
C -1.6980 -3.5279 -3.2512 -0.4667 -0.7775 0.0299 0.00
C -1.7411 -4.6368 -4.2937 0.0916 -0.0212 0.4530 0.00
C -1.2465 -2.2487 -3.5907 0.5634 0.6702 0.2226 0.00
C -1.1434 -1.1995 -2.6937 0.0821 -0.1929 -0.6777 0.00
C -0.5558 0.0344 -3.2463 -0.3319 -1.6600 0.0632 0.00
N -0.3018 1.1069 -2.6635 0.0238 0.9313 0.8013 -0.01
C 0.1685 2.1948 -3.5031 0.6709 0.0391 0.7406 0.00
C 1.1759 3.0993 -2.7813 0.3217 -0.1268 -0.8359 0.01
C 2.3327 2.3853 -2.1241 0.2085 -0.3176 0.3677 0.00
N 1.9396 1.7955 -0.8134 0.1848 -0.0201 -0.3046 0.00
C 2.9185 1.5228 -0.0472 0.1197 0.1775 0.3267 0.00
C 2.9831 0.7554 1.2082 -0.3477 -0.5879 -0.6021 0.00
C 4.1937 0.6742 1.8280 0.4368 0.3373 0.2048 0.00
C 1.9246 -0.2049 1.5494 -0.3219 1.1316 -0.8061 0.01
O 0.8551 -0.2178 0.9059 -0.1657 0.0067 0.0240 0.00
C -1.5869 -1.3866 -1.3402 0.3206 0.1344 -0.2070 0.00
O -1.4922 -0.5086 -0.4579 0.0901 1.0326 0.5380 0.00
H 5.9143 -0.9775 4.3427 -0.1972 0.4708 -0.3763 0.00
H 5.8670 0.7879 4.2376 -0.0616 -0.1782 -0.3128 0.00
H 6.6818 -0.1883 2.9816 -0.2388 0.2084 -0.0510 0.00
H 3.7464 -1.8618 3.9762 -0.1948 0.2034 -0.4330 0.00
H 1.9628 -2.9116 3.6570 0.0584 -0.4577 0.2285 0.00
H -0.2474 -2.9408 3.8301 0.1301 0.0524 -0.0881 0.00
H -0.7381 -0.6926 2.1209 0.1100 0.2266 -0.1470 0.00
H -0.3135 -0.2007 3.7182 -0.1034 0.2513 0.2522 0.00
H -2.6867 -0.4031 3.5064 -0.4014 0.6146 0.0972 0.00
H -2.2389 -1.6857 4.5959 -0.0096 -0.0769 0.2741 0.00
H -3.9900 -2.3430 2.8641 0.0176 0.1525 -0.0340 0.00
H -2.5581 -3.3684 2.8608 -0.0869 -0.0061 0.0354 0.00
H -2.2837 -1.1393 1.0075 0.1099 0.4229 -0.0929 0.00
H -2.9151 -3.9399 0.5307 -0.0164 0.3630 -0.0217 0.00
H -2.5455 -4.6505 -1.6332 -0.1477 -0.5180 -0.0435 0.00
H -1.9839 -5.5807 -3.7900 -0.1134 0.1460 -0.2674 0.00
H -0.7840 -4.7985 -4.8083 -0.1119 0.2357 0.2065 0.00
H -2.4856 -4.4224 -5.0645 -0.0290 -0.1073 0.0841 0.00
H -0.8828 -2.0697 -4.6069 -0.1736 -0.0936 0.1941 0.00
H -0.3025 -0.1073 -4.2953 0.0173 0.2807 -0.3901 0.00
H -0.7031 2.7749 -3.7349 -0.5070 0.4698 -0.3556 0.00
H 0.6062 1.7947 -4.4261 -0.0160 0.0799 -0.0369 0.00
H 0.7361 3.8063 -2.0998 -0.5703 0.0522 0.5184 0.00
H 1.5708 3.7431 -3.5556 0.2873 0.2310 -0.3418 0.00
H 3.1900 3.0716 -1.9932 -0.3183 -0.1907 0.0448 0.00
H 2.6828 1.5625 -2.7728 -0.1156 0.1625 0.1770 0.00
H 3.9177 1.8416 -0.3621 0.1089 0.0786 -0.0785 0.00
H 5.0032 1.3400 1.5056 -0.2945 -0.1235 0.0053 0.00
S -3.2751 1.7780 -1.2161 -0.0009 0.6064 -0.3247 -0.01
C -3.2374 3.3037 -2.1023 -0.1488 -0.4328 -0.1807 0.00
C -3.9966 3.3070 -3.3451 0.4926 0.0169 0.7508 0.00
N -4.5307 3.2338 -4.3603 -0.2369 0.0194 -0.2347 0.00
C -2.4677 4.3840 -1.7916 0.3832 -0.2352 0.4096 0.00
S -1.3275 4.4577 -0.4182 -0.5823 0.3801 -0.6966 -0.02
C -2.5068 5.5267 -2.6540 0.0220 0.8321 -0.6458 0.00
N -2.5103 6.4420 -3.3682 0.0179 -0.7715 0.6525 0.00
O 0.7787 2.9665 1.7741 -1.0397 -0.8439 0.2713 0.00
Se -0.1542 2.5699 3.1497 0.4544 -0.2892 -0.9016 0.00
O 0.6726 1.6442 4.2219 -0.1235 -0.2456 -0.6731 0.00
O -1.3572 1.5894 2.4032 0.7100 0.9420 -0.3601 0.00
O -0.6703 3.9012 3.8894 -0.4413 -0.0591 -0.2629 0.00
```
Forces are in eV/Å.

The value obtained for the total energy is -154289.9541 eV. Its net charge is -1. Its multiplicity is 5. The expectation value of S² is 6.00.